(1)
The following is a quantum chemistry calculation of a molecular structure, C26H32N4O5 at a distorted geometry, from the OMol25 dataset.

Results
E_HOMO   -6.475 eV
LUMO energy   -0.229 eV

```
67
C26H32N4O5, DFT ωB97M-V/def2-TZVPD
C 6.764 4.468 -0.694
C 5.352 4.383 -0.791
H 4.915 5.256 -0.175
H 4.852 4.487 -1.825
O 4.831 2.931 -0.447
C 3.439 2.781 -0.175
O 2.572 3.548 -0.385
C 3.221 1.488 0.173
C 2.285 1.500 1.440
H 2.382 0.422 1.947
H 2.670 2.368 2.301
C 0.798 1.951 1.076
N 0.428 0.713 0.099
C -0.976 0.878 0.103
C -1.873 1.846 0.123
C -3.288 1.602 0.226
C -3.674 0.200 -0.186
C -2.903 -0.769 -0.331
C -1.399 -0.385 -0.308
N -0.582 -1.461 -0.215
C -0.763 -2.828 -0.707
O -1.891 -3.251 -0.768
C 0.557 -3.490 -0.533
C 0.581 -4.642 -1.281
C 1.790 -5.285 -1.787
C 2.971 -5.118 -0.768
C 2.827 -4.268 0.128
C 1.699 -3.155 0.197
O 1.580 -2.298 1.241
C 0.900 -2.505 2.364
C 1.504 -3.359 3.201
H 0.853 -3.573 4.021
H 2.525 -3.110 3.551
H 1.534 -4.578 2.762
H 0.762 -1.546 2.761
H -0.101 -2.595 2.049
H 3.682 -3.828 0.591
H 3.792 -5.705 -0.559
H 1.816 -6.246 -2.212
H -0.337 -4.787 -1.965
H 0.445 -1.269 0.133
H -3.367 -1.626 -0.417
N -5.178 0.426 -0.295
C -5.511 1.624 -0.026
O -6.697 2.264 -0.115
N -4.149 2.408 0.199
C -4.206 3.763 0.572
H -3.575 4.282 -0.171
H -3.833 4.129 1.417
H -5.452 4.284 0.566
C -5.976 -0.535 -0.696
H -5.762 -0.948 -1.689
H -5.754 -1.325 -0.009
H -6.936 -0.236 -0.540
H -1.369 2.774 0.609
C 1.193 1.093 -0.827
C 2.577 0.527 -0.857
H 3.088 0.663 -1.663
H 2.658 -0.350 -0.419
H 0.844 0.327 -1.489
H 1.183 1.955 -1.511
H 0.324 1.798 2.162
H 0.937 2.890 0.724
H 4.070 1.023 0.666
H 7.055 5.327 -1.111
H 7.170 3.615 -1.377
H 7.096 4.230 0.287
```

---

(2)
The following is a quantum chemistry calculation of a molecular structure, C49H40BrN12OPZn, from the OMol25 dataset.

Results
E_HOMO   -13.142 eV
LUMO energy   -5.950 eV
Charge   +2

```
105
C49H40BrN12OPZn, DFT ωB97M-V/def2-TZVPD
Zn 0.675 0.588 0.391
Br 8.113 -0.619 1.008
C 6.355 0.053 1.080
C 6.136 1.418 0.942
C 4.846 1.912 1.001
C 3.769 1.046 1.196
C 4.001 -0.324 1.296
C 5.290 -0.821 1.254
N 2.430 1.500 1.272
C 2.160 2.634 1.788
C 0.782 3.131 1.861
C 0.510 4.365 2.436
C -0.808 4.788 2.522
C -1.808 3.957 2.044
C -1.451 2.735 1.490
N -0.190 2.332 1.393
H 6.971 2.084 0.781
H 4.681 2.973 0.853
H 3.164 -0.995 1.437
H 5.475 -1.882 1.349
H 2.935 3.260 2.229
H 1.322 4.973 2.814
H -1.050 5.748 2.958
H -2.849 4.243 2.098
H -2.206 2.052 1.117
C -0.062 4.460 -3.703
N 0.596 3.552 -2.752
C 0.009 2.772 -1.847
N 0.918 2.009 -1.257
C 2.082 2.395 -1.858
N 1.917 3.312 -2.777
C -1.317 3.786 -4.206
C -2.590 4.270 -3.935
C -3.706 3.498 -4.243
C -3.558 2.223 -4.766
C -2.283 1.746 -5.056
C -1.173 2.546 -4.810
C -1.981 0.358 -5.406
N -0.961 -0.064 -6.072
N -0.838 -1.404 -5.804
C -1.786 -1.711 -4.985
O -2.580 -0.641 -4.706
C -1.842 -2.877 -4.104
C -3.015 -3.439 -3.612
C -2.940 -4.402 -2.618
C -1.714 -4.749 -2.062
C -0.544 -4.174 -2.542
C 0.794 -4.375 -1.854
N 1.338 -3.065 -1.487
C 0.982 -2.287 -0.472
N 1.502 -1.076 -0.635
C 2.214 -1.192 -1.793
N 2.118 -2.375 -2.341
C -0.611 -3.280 -3.598
H 0.655 4.636 -4.501
H -0.278 5.409 -3.214
H -1.050 2.775 -1.646
H 3.051 1.987 -1.614
H -2.716 5.243 -3.475
H -4.696 3.885 -4.040
H -4.427 1.606 -4.958
H -0.189 2.147 -5.026
H -3.974 -3.132 -4.010
H -3.847 -4.866 -2.252
H -1.675 -5.461 -1.245
H 1.524 -4.854 -2.504
H 0.680 -4.964 -0.946
H 0.352 -2.606 0.343
H 2.793 -0.402 -2.239
H 0.286 -2.826 -3.999
N -1.524 -1.092 2.056
P 0.032 -0.674 2.657
C -0.451 -0.082 4.317
C -0.283 1.249 4.686
C -0.728 1.694 5.923
C -1.343 0.813 6.798
C -1.499 -0.522 6.443
C -1.049 -0.971 5.213
C 0.757 -2.296 3.061
C 1.995 -2.284 3.706
C 2.610 -3.475 4.054
C 1.999 -4.686 3.754
C 0.772 -4.703 3.107
C 0.151 -3.511 2.757
C -2.052 -0.816 0.813
C -3.374 -1.199 0.529
C -3.877 -0.985 -0.731
C -3.056 -0.413 -1.707
C -1.781 -0.063 -1.350
N -1.279 -0.230 -0.108
H -2.193 -1.431 2.733
H 0.212 1.940 4.016
H -0.591 2.730 6.206
H -1.689 1.158 7.762
H -1.959 -1.217 7.132
H -1.139 -2.022 4.961
H 2.460 -1.335 3.954
H 3.566 -3.459 4.560
H 2.476 -5.615 4.033
H 0.295 -5.647 2.880
H -0.811 -3.536 2.257
H -3.968 -1.669 1.302
H -4.891 -1.279 -0.966
H -3.408 -0.265 -2.718
H -1.093 0.352 -2.078
```